ORCA calculation (wB97M-V/def2-TZVPD) on a cluster of 3 separate species, C4H15NO3 in total.

Each line ends with the Löwdin charge.
Cartesian coordinates (Å):
H: -1.025 -3.269 4.215  0.03
H: 2.237 1.024 0.718  0.09
H: -1.564 2.428 -1.852  0.12
H: -1.070 0.302 -0.816  0.07
C: -1.418 2.450 -0.765  -0.28
N: 1.619 0.417 0.189  -0.13
H: -0.783 0.958 0.676  0.12
H: -0.718 3.279 -0.619  0.11
O: -0.672 -1.681 -2.019  -0.06
C: -0.617 1.203 -0.374  -0.18
H: 1.755 -1.340 -0.776  0.06
O: -2.548 2.686 0.046  -0.05
H: -0.894 -1.108 -1.275  -0.01
H: 3.106 -1.089 0.293  0.07
H: -2.923 1.818 0.233  0.08
C: 2.479 -0.596 -0.452  -0.14
H: 1.016 0.756 -1.765  0.11
C: 0.846 1.212 -0.793  -0.23
O: -1.479 -4.108 4.337  -0.06
H: -0.876 -4.704 4.795  0.03
H: -0.871 -2.601 -1.815  0.04
H: 3.117 -0.243 -1.268  0.08
H: 1.282 2.207 -0.912  0.12

HOMO ... -9.07 eV
Total charge ... 0
HOMO-LUMO gap ... 9.6 eV
SMILES string ... CNCCCO.O.O
Energy above the lowest of the compared OMol25 structures with the same formula, charge and spin ... 37.76 kcal per mole
Largest force on an atom ... 0.032 Eh/bohr